A molecular structure, C7H7N3O in a non-equilibrium geometry. Source: the OMol25 dataset; level of theory: ωB97M-V with the def2-TZVPD basis set.

Structure (ORCA input):
```
! wB97M-V def2-TZVPD RIJCOSX def2/J DEFGRID3
* xyz 0 1
C 3.181 -0.579 -0.011
C 1.749 -0.331 -0.147
C -0.332 -0.709 -0.016
C -1.578 -1.262 -0.104
C -2.636 0.834 -0.006
C -1.445 1.445 0.072
C 1.071 1.055 -0.168
H 3.903 -0.080 -0.714
H 3.255 -1.671 -0.056
H 3.467 -0.250 1.059
H -1.530 -2.334 0.024
H -3.649 -1.034 0.496
H -3.573 1.329 0.123
H -1.310 2.571 0.038
N 0.898 -1.301 -0.046
N -2.723 -0.547 -0.279
N -0.255 0.689 -0.165
O 1.507 2.176 -0.100
*
```

Results
HOMO level: -7.512 eV
lowest unoccupied orbital energy: -0.1 eV